The following is a quantum chemistry calculation of C26H48ClOPPd as an isolated structure at a distorted geometry, from the Open Molecules 2025 dataset.

The value obtained for the relative energy (zero: lowest compared OMol25 entry of this formula, charge and spin) is 13.3 kcal/mol. The calculation puts the strongest force on any atom at 2.1 eV/Å. Its multiplicity is 5. The total energy comes out at -55073.713 eV. For the highest occupied orbital energy (alpha / beta), the calculation gives -0.1365 / -0.3026 hartree.

Last column: Mulliken charge in e.
CARTESIAN COORDINATES (ANGSTROEM)
Pd: -1.673 -0.660 1.643  -1.122
P: 0.166 -0.361 -0.631  1.692
Cl: -2.565 -2.196 0.031  -0.444
C: 0.197 -1.289 0.901  -1.807
H: 1.071 -1.079 1.527  0.629
H: 0.041 -2.367 0.784  0.907
C: -1.354 0.327 -1.433  -0.561
C: 0.922 -1.720 -1.630  -0.273
C: -1.031 1.231 -2.627  -0.912
H: -1.861 -0.583 -1.800  1.069
C: -2.294 1.536 -3.430  -0.975
H: -0.594 2.172 -2.264  0.219
H: -0.289 0.768 -3.291  0.130
C: -3.415 2.111 -2.554  -0.752
H: -2.036 2.240 -4.230  0.399
H: -2.646 0.616 -3.919  0.394
C: -3.650 1.309 -1.265  -1.034
H: -3.163 3.146 -2.289  0.320
H: -4.337 2.160 -3.143  0.436
C: -2.341 1.048 -0.495  0.559
H: -4.363 1.845 -0.624  0.458
H: -4.110 0.341 -1.510  0.368
H: -1.918 2.005 -0.154  0.378
H: -2.572 0.431 0.422  -0.039
C: 1.396 0.971 -0.461  -0.095
C: 2.366 -2.072 -1.198  -0.445
H: 0.253 -2.526 -1.285  0.983
C: 2.751 -3.425 -1.810  -1.005
H: 3.095 -1.315 -1.526  0.168
H: 2.461 -2.111 -0.103  0.298
C: 2.618 -3.416 -3.340  -0.681
H: 3.778 -3.689 -1.526  0.424
H: 2.088 -4.202 -1.402  0.366
C: 1.235 -2.954 -3.812  -0.942
H: 3.387 -2.750 -3.759  0.314
H: 2.829 -4.415 -3.739  0.373
C: 0.763 -1.652 -3.149  -0.778
H: 1.253 -2.814 -4.898  0.408
H: 0.498 -3.741 -3.602  0.382
H: 1.329 -0.807 -3.570  0.238
H: -0.291 -1.488 -3.410  0.296
C: 0.834 2.276 0.111  -0.596
H: 2.113 0.555 0.267  1.129
C: 1.977 3.264 0.385  -0.868
H: 0.130 2.734 -0.600  0.522
H: 0.262 2.099 1.033  -0.726
C: 2.869 3.503 -0.844  -0.755
H: 1.550 4.216 0.722  0.441
H: 2.588 2.881 1.215  0.362
C: 3.306 2.204 -1.532  -1.023
H: 2.321 4.122 -1.568  0.333
H: 3.756 4.076 -0.550  0.430
C: 2.134 1.257 -1.779  -0.471
H: 3.786 2.424 -2.491  0.406
H: 4.053 1.687 -0.916  0.371
H: 1.442 1.717 -2.499  0.123
H: 2.488 0.329 -2.244  0.067
C: -1.053 0.947 2.933  -0.801
C: 0.251 0.457 3.061  -0.208
H: -1.243 1.695 2.153  0.889
C: 0.727 -0.364 4.197  -0.728
H: 1.010 0.755 2.328  0.832
C: -0.356 -0.670 5.265  -0.367
H: 1.182 -1.314 3.858  0.170
H: 1.553 0.199 4.680  0.407
C: -1.331 0.502 5.436  -0.922
H: -0.892 -1.593 4.980  -0.060
H: 0.146 -0.861 6.227  0.457
C: -1.978 1.027 4.137  -0.897
H: -2.126 0.234 6.144  0.382
H: -0.780 1.344 5.890  0.340
H: -2.905 0.480 3.907  0.134
H: -2.248 2.086 4.271  0.328
C: -2.765 -3.026 3.282  -0.668
O: -1.824 -1.990 3.217  -0.140
H: -2.231 -3.894 3.709  0.251
H: -3.127 -3.250 2.267  0.231
H: -3.614 -2.732 3.919  0.276